(1)
The following is a quantum chemistry calculation of a structure of composition C25H27BBrN7O2PbS3, from the OMol25 dataset.

The geometry in XYZ format:
```
67
Properties=species:S:1:pos:R:3:nbo_charge:R:1
Pb 0.068 -0.538 1.717 1.16
C -0.536 -0.145 -2.442 -0.40
N -1.077 1.098 -1.922 -0.35
C -0.882 2.347 -2.469 -0.08
C -1.417 3.237 -1.605 -0.03
N -1.934 2.540 -0.537 -0.50
B -2.486 3.195 0.758 0.19
N -1.392 3.157 1.925 -0.47
C -1.725 3.696 3.147 -0.04
C -0.663 3.588 3.976 -0.09
N 0.331 2.971 3.249 -0.35
C 1.670 2.651 3.720 -0.40
C -0.127 2.717 1.999 0.26
S 0.861 1.950 0.815 -0.34
C -1.710 1.235 -0.744 0.32
S -2.171 -0.064 0.287 -0.34
H -0.269 0.008 -3.484 0.21
H -1.279 -0.935 -2.352 0.23
H 0.358 -0.428 -1.883 0.22
H -0.394 2.478 -3.417 0.23
H -1.481 4.307 -1.652 0.23
H -2.708 4.358 0.512 -0.05
H -3.453 2.601 1.160 -0.03
H -2.701 4.111 3.321 0.23
H -0.524 3.886 4.999 0.23
H 1.863 3.230 4.620 0.21
H 2.396 2.898 2.949 0.24
H 1.759 1.588 3.944 0.21
C 2.704 1.959 -5.406 -0.63
C 2.920 1.283 -4.079 -0.01
C 3.009 2.018 -2.904 -0.21
C 3.197 1.396 -1.677 -0.20
C 3.310 0.017 -1.624 -0.28
C 3.257 -0.738 -2.792 -0.21
C 3.050 -0.104 -4.005 -0.22
S 3.519 -0.784 -0.057 2.34
O 4.410 -1.892 -0.287 -0.97
O 3.889 0.230 0.888 -0.95
N 2.046 -1.283 0.360 -1.01
C 1.477 -2.431 -0.143 0.40
C 2.075 -3.506 -0.834 -0.30
C 1.297 -4.583 -1.182 -0.14
C -0.059 -4.626 -0.840 -0.30
C -0.567 -3.553 -0.152 0.06
N 0.168 -2.482 0.162 -0.56
H 2.609 3.038 -5.289 0.22
H 1.801 1.589 -5.895 0.22
H 3.539 1.768 -6.082 0.22
H 2.941 3.099 -2.942 0.21
H 3.281 1.977 -0.770 0.25
H 3.398 -1.809 -2.747 0.23
H 3.009 -0.692 -4.915 0.21
H 3.133 -3.483 -1.041 0.26
H 1.751 -5.413 -1.709 0.22
H -0.689 -5.467 -1.090 0.22
H -1.604 -3.522 0.158 0.20
Br -3.825 -3.640 6.324 0.08
C -3.813 -3.263 4.476 -0.13
C -4.912 -3.549 3.690 -0.19
C -4.836 -3.241 2.341 -0.23
C -3.675 -2.669 1.848 0.03
N -2.612 -2.401 2.607 -0.42
C -2.687 -2.693 3.901 0.02
H -5.799 -3.993 4.119 0.23
H -5.669 -3.434 1.681 0.23
H -3.600 -2.393 0.803 0.21
H -1.819 -2.468 4.509 0.20
```

Results
**Strongest force on any atom**: 0.50 eV/A
**ΔE to the lowest compared entry with this formula, charge and spin**: 0.00 kJ/mol
**Highest occupied orbital energy**: -0.29059 Eh
**E_tot**: -149364.897 eV
**Lowest unoccupied orbital energy**: 0.31 eV

---

(2)
The following is a quantum chemistry calculation of the ion C4H9N2O2 with charge -1 in a non-equilibrium geometry, from the OMol25 dataset.

The geometry in XYZ format:
```
17
Properties=species:S:1:pos:R:3:nbo_charge:R:1
C -0.707 1.298 0.758 -0.65
C -0.924 -0.138 0.158 0.00
N -1.784 -1.113 1.023 -0.89
C 0.438 -0.869 -0.182 -0.26
N 1.070 -0.220 -1.316 -0.75
C 2.211 0.611 -0.944 0.88
O 2.516 1.446 -1.800 -0.80
O 2.638 0.401 0.178 -0.79
H -1.481 1.543 1.446 0.20
H 0.294 1.174 1.365 0.23
H -0.776 1.983 -0.089 0.22
H -1.563 0.062 -0.901 0.15
H -1.377 -1.514 1.769 0.34
H -2.232 -1.767 0.406 0.35
H -0.031 -1.870 -0.396 0.15
H 1.046 -0.681 0.747 0.25
H 0.660 -0.347 -2.220 0.38
```

Results
**SMILES**: C[C@H](N)CNC(=O)[O-]
**Strongest force on any atom**: 5.95 eV/A
**Charge**: -1
**ΔE to the lowest compared entry with this formula, charge and spin**: 163.01 kJ/mol
**Highest occupied orbital energy**: -0.14456 Eh
**E_tot**: -11369.476 eV
**Lowest unoccupied orbital energy**: 3.95 eV

---

(3)
The following is a quantum chemistry calculation of a cluster of 2 separate species, C30H55BrN2O11P in total in a non-equilibrium geometry, from the OMol25 dataset.

The geometry in XYZ format:
```
100
Properties=species:S:1:pos:R:3:mulliken_charge:R:1
C -3.388 -3.885 2.988 -0.98
C -2.224 -3.197 2.963 -0.62
C -1.990 -2.024 2.041 0.36
C -1.451 -0.774 2.796 -1.91
C -0.275 -0.019 2.198 2.04
C 0.315 1.043 3.139 -1.15
C 0.317 0.741 4.662 -1.40
C -0.924 1.302 5.376 -0.72
Br -0.588 2.994 6.230 -0.15
N 0.709 -0.914 1.449 2.01
C 1.884 -0.116 0.946 -1.08
C 1.575 1.213 0.273 -1.29
O 2.315 2.242 0.941 -0.41
C 1.847 3.504 0.630 0.38
O 1.559 4.257 1.512 -0.53
C 1.700 3.857 -0.818 0.07
C 0.195 3.973 -1.179 -0.78
C 1.259 -1.844 2.504 0.01
C 2.530 -2.667 2.237 -0.94
C 2.311 -4.131 1.880 0.22
N 1.316 -4.830 2.584 -0.30
O 2.999 -4.641 1.028 -0.54
C -0.034 -1.636 0.329 3.26
C -0.710 -0.704 -0.708 -2.02
C -2.087 -0.059 -0.435 -0.38
C -3.276 -0.708 -1.161 -0.85
C -4.578 -0.169 -0.541 -0.88
C -4.686 1.349 -0.592 -0.77
O -4.241 1.848 0.703 -0.26
C -4.085 3.182 0.763 0.67
C -3.418 3.652 2.026 -0.59
O -4.421 3.935 -0.118 -0.58
C 0.939 -2.496 -0.553 -1.53
C 0.345 -3.826 -0.994 -0.82
O 0.342 -4.825 -0.340 -0.42
O -0.259 -3.805 -2.225 -0.49
C -1.108 -2.584 0.895 -3.33
H -3.424 -4.963 2.875 0.28
H -4.331 -3.352 3.078 0.29
H -1.380 -3.471 3.599 0.34
H -2.977 -1.778 1.648 -0.09
H -2.265 -0.051 2.868 0.46
H -1.270 -1.096 3.822 0.74
H -0.721 0.596 1.424 -0.87
H 1.316 1.383 2.893 0.44
H -0.300 1.941 3.050 0.33
H 0.360 -0.326 4.880 0.26
H 1.189 1.221 5.100 0.68
H -1.758 1.396 4.684 0.26
H -1.256 0.596 6.134 0.49
H 2.488 0.111 1.822 0.70
H 2.541 -0.705 0.319 0.93
H 1.916 1.177 -0.765 0.52
H 0.524 1.483 0.235 -0.08
H 2.235 4.766 -1.075 0.49
H 2.100 3.070 -1.457 -0.04
H -0.105 5.016 -1.133 0.40
H -0.427 3.391 -0.499 -0.07
H 0.014 3.605 -2.187 0.30
H 0.505 -2.533 2.874 -0.23
H 1.498 -1.244 3.380 0.72
H 3.199 -2.318 1.458 0.15
H 3.129 -2.700 3.151 0.52
H 1.621 -5.145 3.497 0.26
H 1.024 -5.619 2.018 0.28
H -0.884 -1.339 -1.578 1.09
H -0.036 0.052 -1.111 0.48
H -2.338 0.103 0.606 -0.35
H -2.034 0.948 -0.858 0.57
H -3.246 -0.435 -2.216 0.44
H -3.299 -1.789 -1.022 0.41
H -5.447 -0.630 -1.007 0.56
H -4.572 -0.456 0.513 0.25
H -5.694 1.716 -0.760 0.51
H -4.006 1.769 -1.332 0.36
H -4.149 3.795 2.819 0.34
H -2.929 4.596 1.809 0.35
H -2.680 2.924 2.363 -0.13
H 1.917 -2.696 -0.126 0.68
H 1.160 -1.949 -1.472 0.87
H 0.376 -3.459 -2.867 0.37
H -0.584 -3.433 1.328 1.35
H -1.776 -2.903 0.102 1.03
C 2.674 1.832 -7.552 -0.70
O 3.437 1.185 -6.517 -0.34
P 2.887 1.094 -5.033 1.26
O 1.457 1.371 -4.872 -0.72
O 3.852 1.989 -4.162 -0.29
C 4.559 3.095 -4.744 -0.70
O 3.344 -0.346 -4.562 -0.36
C 2.660 -1.482 -5.099 -0.50
H 3.255 2.666 -7.941 0.27
H 2.501 1.113 -8.349 0.26
H 1.719 2.195 -7.176 0.34
H 3.865 3.810 -5.187 0.33
H 5.264 2.742 -5.494 0.29
H 5.107 3.578 -3.941 0.25
H 3.362 -2.065 -5.692 0.31
H 1.813 -1.192 -5.720 0.35
H 2.303 -2.091 -4.269 -0.02
```

Results
**Strongest force on any atom**: 1.91 eV/A
**Charge**: +1
**ΔE to the lowest compared entry with this formula, charge and spin**: 0.00 kJ/mol
**Highest occupied orbital energy**: -0.41800 Eh
**E_tot**: -136830.198 eV
**Lowest unoccupied orbital energy**: -2.06 eV